(1)
{
  "formula": "C2HClNO3",
  "method": "the ωB97M-V functional and the def2-TZVPD basis",
  "symbols": ["C", "C", "N", "O", "O", "O", "Cl", "H"],
  "positions_angstrom": [[-1.5817, 0.7142, -0.7702], [3.0547, -1.4946, 0.5066], [-4.5778, 1.3326, -0.4839], [3.0576, -2.1289, -0.4844], [-1.4143, 1.0967, 0.2941], [2.9990, -1.1546, 1.6181], [2.0899, 0.6685, -0.3744], [-3.6273, 0.9661, -0.3059]],
  "mulliken_charge": [0.0479, 0.7160, -0.2526, -0.4434, -0.1053, -0.4123, -0.8420, 0.2917],
  "lumo_ev": [1.0121, 1.0254],
  "de_lowest_kj_mol": 545.7,
  "largest_force_ha_per_bohr": 0.0457,
  "homo_energy_ev": [-4.26, -4.26],
  "charge": -1,
  "homo_lumo_gap_ev": [5.3, 5.3],
  "total_energy_ha": -817.42653
}

(2)
{
  "formula": "C31H62Br10N2O13",
  "method": "the ωB97M-V functional and the def2-TZVPD basis",
  "symbols": ["C", "O", "C", "C", "N", "C", "C", "O", "C", "H", "H", "H", "H", "H", "H", "H", "H", "H", "H", "H", "H", "H", "H", "H", "C", "O", "C", "C", "N", "C", "C", "O", "C", "H", "H", "H", "H", "H", "H", "H", "H", "H", "H", "H", "H", "H", "H", "H", "O", "C", "O", "C", "C", "O", "H", "H", "H", "H", "O", "C", "O", "C", "C", "O", "H", "H", "H", "H", "O", "C", "O", "C", "C", "O", "H", "H", "H", "H", "Br", "C", "C", "Br", "H", "H", "H", "H", "Br", "C", "C", "Br", "H", "H", "H", "H", "Br", "C", "C", "Br", "H", "H", "H", "H", "Br", "C", "C", "Br", "H", "H", "H", "H", "Br", "C", "C", "Br", "H", "H", "H", "H"],
  "positions_angstrom": [[-3.9527, 14.9620, 36.2513], [-5.1264, 15.6483, 36.0217], [-5.6778, 16.0416, 37.2681], [-6.9668, 16.8177, 37.2996], [-8.1010, 16.0454, 36.6555], [-9.3800, 16.7717, 36.8532], [-10.5249, 15.7325, 37.2380], [-10.1207, 14.8594, 38.3779], [-11.1260, 13.9606, 38.7793], [-4.1210, 13.9667, 36.6627], [-3.1494, 15.5475, 36.6985], [-3.5673, 14.7639, 35.2512], [-4.9486, 16.3918, 37.9987], [-5.8803, 15.0501, 37.6731], [-6.8405, 17.6074, 36.5590], [-7.3682, 17.1862, 38.2436], [-8.2229, 15.2301, 37.2390], [-9.6822, 17.4194, 36.0303], [-9.5372, 17.4225, 37.7134], [-10.8689, 15.1083, 36.4132], [-11.3662, 16.3619, 37.5282], [-11.1632, 13.1111, 38.0974], [-12.0876, 14.4705, 38.8372], [-11.0709, 13.7724, 39.8516], [-2.9094, 10.0274, 23.1354], [-2.6534, 10.7679, 24.3456], [-3.6096, 10.4056, 25.3861], [-3.2007, 11.3093, 26.5984], [-4.1390, 11.1564, 27.7456], [-4.1733, 11.8759, 29.0633], [-5.0193, 13.0947, 28.6761], [-6.2759, 12.7123, 28.0961], [-7.3438, 13.7178, 28.1135], [-3.9640, 9.9328, 22.8767], [-2.5074, 9.0156, 23.1862], [-2.3595, 10.4675, 22.3035], [-3.5023, 9.3559, 25.6596], [-4.6307, 10.5223, 25.0229], [-3.3039, 12.3840, 26.4486], [-2.1660, 11.0407, 26.8115], [-5.0959, 11.2607, 27.4395], [-3.2105, 12.2668, 29.3925], [-4.6683, 11.3394, 29.8728], [-4.5161, 13.6659, 27.8959], [-5.2142, 13.6611, 29.5867], [-8.0908, 13.4197, 27.3778], [-6.9465, 14.5720, 27.5653], [-7.6765, 14.0695, 29.0901], [-11.8519, 6.6202, 30.2681], [-11.4502, 7.4910, 31.0994], [-12.1230, 8.0229, 32.0328], [-11.3028, 8.7328, 32.9876], [-10.2489, 9.1910, 32.0325], [-10.2380, 8.2241, 31.0052], [-11.7594, 9.6890, 33.2431], [-11.0365, 8.1889, 33.8939], [-9.2815, 9.3838, 32.4960], [-10.4578, 10.2338, 31.7937], [2.7108, 6.8621, 23.2843], [3.1390, 8.0052, 23.4010], [3.4753, 8.7683, 24.5474], [4.3250, 9.8397, 24.1464], [3.8164, 10.0650, 22.7333], [3.5711, 8.7268, 22.3379], [4.0105, 10.6543, 24.7987], [5.4054, 9.7089, 24.0865], [4.5908, 10.5023, 22.1030], [2.9538, 10.6982, 22.5258], [2.4139, 15.7628, 27.6414], [1.5003, 16.3415, 28.2867], [0.9681, 16.1608, 29.5043], [0.0204, 17.1675, 29.7415], [-0.0320, 17.9199, 28.4217], [0.9675, 17.3517, 27.6606], [-0.9380, 16.7372, 30.0320], [0.3318, 17.7527, 30.6068], [0.1812, 18.9883, 28.4563], [-0.9468, 17.6254, 27.9074], [-9.3959, 23.3346, 31.0791], [-11.1292, 22.3850, 31.0843], [-10.9432, 20.9550, 30.6423], [-12.5681, 19.8656, 30.6406], [-11.8089, 23.0514, 30.5532], [-11.4944, 22.2968, 32.1075], [-10.3191, 20.3877, 31.3327], [-10.6622, 21.1638, 29.6100], [-2.7987, 3.6536, 29.2489], [-3.2482, 4.9790, 30.6004], [-3.9413, 4.3634, 31.8403], [-4.5838, 5.8825, 32.9419], [-3.8664, 5.7622, 30.1616], [-2.3454, 5.5421, 30.8370], [-3.4018, 3.6263, 32.4351], [-4.8005, 3.7841, 31.5026], [0.1089, 14.8085, 20.1206], [-0.8777, 16.0879, 21.3044], [-1.6840, 15.3361, 22.3302], [-3.2103, 16.4447, 22.9520], [-1.2607, 16.8618, 20.6391], [-0.1536, 16.5607, 21.9679], [-1.0518, 15.0717, 23.1779], [-2.0782, 14.4207, 21.8889], [-6.1582, 11.9778, 16.6361], [-7.1495, 10.9634, 15.2558], [-7.6197, 9.6183, 15.7627], [-8.5531, 8.5067, 14.4358], [-6.5360, 10.7587, 14.3784], [-8.0461, 11.4529, 14.8755], [-8.2493, 9.7546, 16.6420], [-6.7634, 9.1027, 16.1976], [-9.3743, 6.0602, 23.2089], [-9.0920, 7.2077, 24.7406], [-7.9521, 6.6861, 25.4991], [-8.2002, 4.8553, 26.2621], [-10.0226, 7.2521, 25.3063], [-8.8920, 8.2364, 24.4409], [-7.8270, 7.3232, 26.3746], [-7.0384, 6.5955, 24.9117]],
  "mulliken_charge": [-0.7916, -0.3233, -0.5239, -0.5210, -0.4011, -0.6850, -0.6328, -0.3384, -0.7732, 0.3235, 0.3273, 0.2626, 0.4232, 0.3007, 0.2637, 0.4036, 0.3192, 0.3703, 0.3164, 0.3698, 0.4369, 0.2821, 0.3127, 0.2784, -0.8056, -0.2788, -0.4727, -0.4403, -0.4244, -0.5902, -0.5015, -0.3398, -0.8482, 0.3165, 0.3237, 0.2531, 0.3313, 0.3434, 0.2875, 0.2500, 0.3550, 0.3313, 0.2856, 0.2782, 0.4371, 0.2838, 0.3319, 0.2942, -0.5747, 0.6615, -0.3002, -0.2617, -0.3287, -0.2961, 0.2482, 0.2755, 0.3416, 0.2335, -0.5313, 0.6982, -0.3299, -0.2499, -0.3350, -0.3300, 0.2888, 0.2635, 0.2690, 0.2566, -0.6143, 0.7386, -0.3263, -0.2281, -0.2404, -0.3134, 0.2360, 0.2368, 0.2681, 0.2422, -0.1357, -0.5876, -0.5764, -0.1499, 0.3833, 0.3450, 0.3596, 0.3617, -0.1530, -0.6572, -0.5358, -0.1733, 0.3880, 0.3838, 0.3903, 0.3574, -0.1657, -0.5424, -0.5204, -0.1682, 0.4127, 0.3273, 0.3511, 0.3066, -0.1573, -0.5459, -0.6766, -0.1458, 0.3717, 0.3758, 0.3857, 0.3923, -0.1416, -0.4877, -0.6997, -0.1170, 0.3559, 0.3537, 0.3446, 0.3916],
  "lumo_ev": -0.0357,
  "largest_force_ha_per_bohr": 0.1248,
  "homo_energy_ev": -8.13,
  "smiles": "COCCNCCOC.COCCNCCOC.O=C1OCCO1.O=C1OCCO1.O=C1OCCO1.BrCCBr.BrCCBr.BrCCBr.BrCCBr.BrCCBr",
  "charge": 0,
  "homo_lumo_gap_ev": 8.1,
  "total_energy_ha": -28045.84537
}

(3)
{
  "formula": "C21H35Cl2N2O4Zn",
  "method": "the ωB97M-V functional and the def2-TZVPD basis",
  "symbols": ["O", "C", "C", "C", "H", "C", "H", "C", "H", "C", "H", "C", "H", "H", "C", "C", "H", "H", "H", "C", "C", "H", "H", "H", "H", "Zn", "Cl", "Cl", "H", "H", "C", "C", "N", "H", "C", "O", "H", "H", "H", "H", "H", "H", "C", "C", "N", "H", "C", "O", "H", "H", "H", "H", "C", "C", "C", "O", "C", "H", "H", "H", "H", "H", "H", "H", "H"],
  "positions_angstrom": [[-0.4555, 2.0073, -0.4302], [0.4823, 2.9715, -0.4014], [0.7854, 3.4687, -1.8222], [0.5344, 2.6804, -2.9372], [0.1620, 1.6641, -2.8043], [0.8081, 3.1644, -4.2165], [0.6130, 2.5215, -5.0761], [1.3536, 4.4417, -4.3591], [1.5895, 4.8266, -5.3479], [1.6015, 5.2400, -3.2343], [2.0250, 6.2391, -3.3289], [1.3072, 4.7490, -1.9671], [1.4939, 5.3080, -1.0508], [0.0731, 3.8152, 0.1958], [1.5876, 2.5001, 1.8564], [1.7729, 2.6078, 0.3767], [2.5044, 2.5981, 2.4439], [1.1851, 1.5102, 2.1005], [0.8490, 3.2201, 2.2044], [2.9285, 2.3026, -0.2549], [4.2153, 1.8213, 0.3410], [2.9725, 2.3763, -1.3364], [5.0315, 2.5195, 0.1412], [4.5339, 0.8731, -0.1038], [4.1504, 1.6866, 1.4160], [0.1582, 0.0738, -0.1560], [0.4981, -0.7192, -2.3179], [2.3097, -0.3063, 0.7127], [-3.7363, 1.7914, -3.7114], [-3.5583, -0.9203, -3.7284], [-2.7685, 1.6815, -3.2050], [-2.6652, -0.7880, -3.1096], [-2.7367, 0.4762, -2.4085], [-2.6006, 2.5400, -2.5491], [-2.7149, 0.5535, -1.0689], [-2.2656, -0.3226, -0.3040], [-2.5867, -1.5999, -2.3876], [-3.1184, 1.4942, -0.6550], [-1.9866, 1.6526, -3.9736], [-1.7838, -0.8066, -3.7551], [-1.9180, 0.0212, 5.0815], [-3.9754, 1.6388, 4.2620], [-1.3423, 0.8346, 4.6299], [-3.2047, 2.2069, 3.7253], [-2.0284, 1.3934, 3.4840], [-0.3726, 0.4478, 4.3196], [-1.5998, 1.1245, 2.2405], [-0.6868, 0.3129, 1.9763], [-3.6059, 2.5333, 2.7614], [-2.0935, 1.7061, 1.4486], [-1.2177, 1.6112, 5.3872], [-2.9483, 3.0875, 4.3274], [0.8039, -4.1228, -0.0667], [-0.4610, -4.1666, 0.8274], [-0.9989, -2.7587, 0.6049], [0.1542, -1.9048, 0.5983], [1.3319, -2.7460, 0.3147], [1.5219, -4.9447, 0.0611], [0.5016, -4.0784, -1.1247], [-0.1320, -4.2345, 1.8726], [-1.1731, -4.9662, 0.6100], [-1.5028, -2.6763, -0.3682], [-1.6849, -2.3632, 1.3528], [1.9781, -2.7632, 1.1968], [1.8802, -2.2650, -0.4924]],
  "mulliken_charge": [-0.6126, 0.3540, -0.8165, 0.7364, 0.1691, -1.1309, 0.4110, -0.3569, 0.3603, -0.7435, 0.3648, -0.0527, 0.3691, 0.3062, -1.3853, 0.1090, 0.4296, 0.0048, 0.3978, 0.3099, -1.5353, 0.2978, 0.4106, 0.2727, 0.3013, 1.7744, -0.6921, -0.6069, 0.3544, 0.3485, -1.0609, -0.8854, 0.4154, 0.3281, -0.3225, -0.6299, 0.1340, 0.4776, 0.2919, 0.3158, 0.3126, 0.3178, -1.0237, -0.9630, 0.3661, 0.2556, 0.6358, -0.7842, 0.2735, -0.2550, 0.3693, 0.3297, -0.7003, -0.5956, -0.2098, 0.2574, -0.8516, 0.3470, 0.2519, 0.2834, 0.3648, -0.1380, 0.1199, 0.3499, 0.4735],
  "lumo_ev": 2.4681,
  "de_lowest_kj_mol": 95.3,
  "largest_force_ha_per_bohr": 0.0467,
  "homo_energy_ev": -4.14,
  "charge": -1,
  "homo_lumo_gap_ev": 6.6,
  "total_energy_ha": -3931.49336
}